(1)
This record from the OMol25 dataset describes a structure of composition C23H52B2MgO12S4. The level of theory is ωB97M-V/def2-TZVPD.

Last column: Löwdin charge in e.
Geometry (Å):
Mg1 -9.4961 -16.9948 7.9949  0.3028
B1 -9.9776 -18.9382 7.7777  -0.3494
H1 -10.4304 -18.5834 8.6906  -0.0123
H2 -10.1150 -19.9997 7.6412  -0.0012
H3 -10.3413 -18.3687 6.9365  -0.0235
H4 -8.9320 -18.6880 7.8695  -0.0619
B2 -7.9144 -16.2151 9.0298  -0.4128
H5 -8.6373 -15.5866 8.5332  -0.0306
H6 -7.6370 -15.7364 9.9562  -0.0139
H7 -8.2620 -17.2151 9.2382  -0.0214
H8 -7.0474 -16.2938 8.3923  -0.0065
C1 -6.3424 -20.9484 7.8664  -0.0234
C2 -6.4347 -19.7311 8.7824  -0.2633
C3 -7.3228 -20.0129 10.0544  -0.0249
O1 -6.3458 -19.6669 11.0667  0.0370
C4 -5.1141 -19.3523 10.5933  -0.5719
O2 -4.1980 -19.0281 11.3039  0.1428
O3 -5.0922 -19.4773 9.2776  0.0923
H9 -7.3475 -21.1538 7.4982  0.0900
H10 -6.0664 -21.8711 8.3769  0.0920
H11 -5.6559 -20.7422 7.0452  0.0661
H12 -6.8504 -18.8963 8.2181  0.1137
H13 -7.6620 -21.0396 10.1917  0.1362
H14 -8.1068 -19.2739 10.2196  0.1229
C5 -4.9928 -15.7441 11.3166  -0.0339
C6 -4.2461 -16.1336 12.5510  -0.4545
O4 -3.0245 -15.9622 12.5719  0.0375
C7 -5.0223 -16.6810 13.7988  -0.0101
H15 -6.0637 -15.9423 11.3604  0.0503
H16 -4.6685 -16.1764 10.3700  0.0892
H17 -4.9819 -14.6602 11.2019  0.0809
H18 -5.5551 -17.5902 13.5202  0.0677
H19 -5.8085 -16.0197 14.1629  0.0709
H20 -4.2617 -16.9490 14.5320  0.0771
C8 -11.2857 -14.2428 3.5499  -0.2145
C9 -11.8234 -15.6388 3.5577  -0.2327
C10 -12.6366 -15.8435 4.8066  -0.1864
S1 -11.6457 -15.0298 6.1530  0.8645
O5 -10.7062 -16.0231 6.7585  -0.3643
O6 -12.5584 -14.1232 6.9296  -0.3370
C11 -10.7245 -14.0623 4.9214  -0.2364
H21 -12.0742 -13.5115 3.3722  0.1236
H22 -10.4951 -14.1499 2.8053  0.1308
H23 -10.9606 -16.3015 3.6247  0.1140
H24 -12.3556 -15.7459 2.6125  0.1272
H25 -12.9979 -16.8293 5.0993  0.1123
H26 -13.5853 -15.3131 4.7240  0.1038
H27 -9.7128 -14.4636 4.9804  0.0836
H28 -10.5944 -13.0714 5.3566  0.0961
C12 -4.9749 -16.8508 5.9911  -0.2296
C13 -5.1608 -18.2300 5.4313  -0.1832
C14 -6.6626 -18.4933 5.1157  -0.1732
S2 -7.5246 -16.8961 5.2016  0.8554
O7 -8.3469 -16.7941 6.4429  -0.3867
O8 -8.1605 -16.5787 3.8598  -0.3514
C15 -5.9553 -15.9617 5.3472  -0.2098
H29 -4.0135 -16.4655 5.6512  0.1280
H30 -5.0507 -16.8471 7.0784  0.1184
H31 -4.7284 -19.0136 6.0535  0.1069
H32 -4.6413 -18.1815 4.4743  0.1183
H33 -7.1931 -19.1408 5.8138  0.0879
H34 -6.8911 -18.8669 4.1176  0.1052
H35 -6.2473 -15.0891 5.9315  0.0792
H36 -5.7563 -15.6800 4.3132  0.1208
C16 -6.6098 -11.7167 9.2229  -0.1925
C17 -6.9309 -10.4925 8.3683  -0.2220
C18 -7.9015 -10.8820 7.2525  -0.2075
S3 -7.8911 -12.6866 7.0365  0.6982
O9 -7.2878 -12.9818 5.7648  -0.3209
O10 -9.1879 -13.2276 7.4013  -0.3077
C19 -6.6040 -12.9295 8.2708  -0.2035
H37 -7.4574 -11.7526 9.9073  0.1041
H38 -5.6826 -11.7026 9.7958  0.1212
H39 -5.9837 -10.0773 8.0241  0.1122
H40 -7.3181 -9.6710 8.9709  0.1125
H41 -7.8858 -10.4326 6.2596  0.1040
H42 -8.8450 -10.4710 7.6116  0.1015
H43 -5.6578 -12.9581 7.7304  0.1126
H44 -6.7337 -13.9213 8.7039  0.0774
C20 -11.0844 -13.0031 11.2329  -0.2045
C21 -9.8555 -13.6584 11.8641  -0.2187
C22 -10.0486 -15.1506 12.0041  -0.1493
S4 -11.2700 -15.6621 10.5956  0.8421
O11 -12.5361 -16.1598 11.1654  -0.3311
O12 -10.6984 -16.2870 9.3870  -0.3833
C23 -11.6314 -13.9029 10.0398  -0.1644
H45 -10.8343 -11.9803 10.9513  0.1063
H46 -11.9787 -12.8782 11.8435  0.1060
H47 -9.6448 -13.1874 12.8243  0.1210
H48 -9.0422 -13.4619 11.1655  0.1042
H49 -10.6133 -15.4194 12.8969  0.0975
H50 -9.1878 -15.8175 11.9577  0.0934
H51 -12.6528 -13.8076 9.6715  0.1003
H52 -10.8941 -13.7087 9.2608  0.0663

Results
HOMO level: -9.00 eV
charge: 0
Kohn-Sham gap: 0.334 Ha

---

(2)
This record from the OMol25 dataset describes the molecule C20H28N2O6. The level of theory is ωB97M-V/def2-TZVPD.

Last column: Löwdin charge in e.
Geometry (Å):
O1 2.5583 1.4197 -1.6120  0.0825
C1 2.0680 0.3120 -1.7434  -0.4825
O2 1.4135 -0.2952 -0.7810  0.1184
C2 2.1344 -0.4425 -3.0417  -0.0864
C3 2.2366 -1.9601 -2.8934  -0.1777
C4 2.0986 -2.6806 -4.2451  -0.1930
C5 0.8017 -3.4740 -4.4254  -0.1865
C6 -0.4805 -2.6344 -4.4522  -0.1702
N1 -0.9497 -2.3007 -3.1285  0.0697
C7 -1.1727 -1.0353 -2.7094  -0.4601
O3 -1.0374 -0.0686 -3.4400  0.0569
C8 -1.5382 -0.8972 -1.2712  -0.1381
C9 -2.2981 0.1993 -0.8764  0.0047
C10 -2.5552 0.4308 0.4619  -0.0015
C11 -2.0123 -0.4082 1.4255  -0.1408
C12 -2.1769 -0.1259 2.8890  -0.4744
O4 -3.2454 -0.0603 3.4599  0.0839
N2 -0.9746 0.0054 3.4976  0.0662
C13 -0.8354 0.3373 4.8959  -0.1763
C14 -0.8188 1.8464 5.1713  -0.1754
C15 0.1484 2.6066 4.2560  -0.2002
C16 -0.5573 3.1417 3.0085  -0.1940
C17 0.4177 3.6966 1.9753  -0.0885
C18 1.0561 2.6441 1.0992  -0.4974
O5 0.8642 1.4432 1.2104  0.0676
O6 1.8281 3.1765 0.1921  0.1290
C19 -1.2599 -1.5100 1.0346  -0.0172
C20 -1.0389 -1.7646 -0.3032  -0.0351
H1 1.2645 0.2958 0.0138  0.0977
H2 1.2074 -0.1800 -3.5622  0.1127
H3 2.9675 -0.0461 -3.6242  0.1331
H4 3.2033 -2.1988 -2.4454  0.1176
H5 1.4668 -2.3022 -2.2037  0.0904
H6 2.9264 -3.3826 -4.3641  0.1065
H7 2.1779 -1.9525 -5.0537  0.1121
H8 0.7186 -4.2229 -3.6334  0.1114
H9 0.8679 -4.0098 -5.3745  0.1082
H10 -0.3196 -1.6915 -4.9788  0.1227
H11 -1.2641 -3.1939 -4.9778  0.1211
H12 -1.1592 -3.0682 -2.5109  0.1359
H13 -2.6701 0.8702 -1.6362  0.1213
H14 -3.1534 1.2762 0.7677  0.1230
H15 -0.1663 0.1347 2.9055  0.1181
H16 0.0935 -0.1152 5.2550  0.1220
H17 -1.6804 -0.1159 5.4200  0.1209
H18 -0.5407 1.9878 6.2166  0.1079
H19 -1.8262 2.2427 5.0379  0.1131
H20 0.5815 3.4503 4.7981  0.1124
H21 0.9710 1.9514 3.9623  0.1108
H22 -1.2451 3.9342 3.3093  0.1204
H23 -1.1459 2.3512 2.5428  0.0960
H24 -0.0913 4.3833 1.2949  0.1308
H25 1.2190 4.2629 2.4554  0.1322
H26 2.1955 2.5136 -0.4767  0.0869
H27 -0.8456 -2.1662 1.7859  0.1217
H28 -0.4268 -2.6107 -0.5782  0.1094

Results
HOMO level: -9.38 eV
charge: 0
Kohn-Sham gap: 0.366 Ha

---

(3)
This record from the OMol25 dataset describes a cluster of 11 separate species, C3H28N6O11 in total. The level of theory is ωB97M-V/def2-TZVPD.

Last column: Löwdin charge in e.
Geometry (Å):
N1 2.2527 0.9493 2.0327  0.1880
C1 2.0145 0.8331 3.3622  -0.6551
N2 2.5934 1.7865 4.1544  0.1514
O1 1.4398 -0.1416 3.8469  0.0011
H1 1.7483 0.3333 1.4128  0.0730
H2 2.6672 1.7733 1.6334  0.0944
H3 2.4697 1.6990 5.1467  0.0982
H4 2.8524 2.7011 3.8316  0.0914
N3 -0.7816 1.8089 0.6272  0.1746
C2 0.0001 2.9000 0.8452  -0.6751
N4 -0.5092 3.7582 1.8148  0.1293
O2 1.0544 3.1357 0.2930  0.0348
H5 -1.6941 1.7100 1.0277  0.0861
H6 -0.4780 1.0838 0.0014  0.0653
H7 0.1219 4.4840 2.1017  0.0893
H8 -1.4901 3.9657 1.8662  0.0801
N5 -0.4234 -1.0059 -1.4585  0.1707
C3 -0.2476 -1.3177 -0.1379  -0.6508
N6 -1.3898 -1.3533 0.5854  0.1842
O3 0.8999 -1.4270 0.2945  0.0003
H9 0.4519 -1.0351 -1.9594  0.0478
H10 -1.2527 -1.2787 -1.9689  0.0668
H11 -1.4713 -1.5211 1.5818  0.0712
H12 -2.2529 -1.3379 0.0686  0.0793
O4 1.3077 -2.5909 -3.7333  -0.0424
H13 1.4852 -2.9493 -2.8565  0.0619
H14 1.9325 -3.0328 -4.3170  0.0673
O5 -2.2568 -1.6799 3.4122  -0.0418
H15 -3.1968 -1.8820 3.4343  0.0459
H16 -2.1737 -0.7922 3.7762  0.0543
O6 -3.0630 -2.2000 -2.3759  -0.0540
H17 -3.6571 -1.4480 -2.2458  0.0075
H18 -3.4811 -2.9262 -1.9050  0.0526
O7 0.8423 -0.0053 -4.6131  -0.0600
H19 0.7212 -0.9420 -4.3886  -0.0090
H20 1.6839 0.0306 -5.0754  0.0431
O8 1.0355 2.5153 -2.6500  -0.0667
H21 1.0364 1.5521 -2.6147  -0.0230
H22 0.4783 2.7360 -3.4011  0.0263
O9 2.3908 -0.0429 -1.8333  -0.0495
H23 2.6832 -0.6825 -1.1732  0.0455
H24 2.5744 -0.4509 -2.6859  0.0239
O10 2.2717 -2.4824 2.4794  -0.0935
H25 1.9279 -1.6246 2.7813  -0.0276
H26 1.9187 -2.5694 1.5867  -0.0144
O11 -5.1580 -0.5202 -1.1869  -0.0418
H27 -5.4081 -0.6710 -0.2701  0.0516
H28 -4.4706 0.1547 -1.1479  0.0474

Results
HOMO level: -9.30 eV
charge: 0
Kohn-Sham gap: 0.325 Ha

---

(4)
This record from the OMol25 dataset describes the ion C2HFNO2 with charge -1. The level of theory is ωB97M-V/def2-TZVPD.

Last column: Löwdin charge in e.
Geometry (Å):
O1 1.7440 -0.4259 1.4898  0.0061
C1 1.1450 0.1821 0.6567  -0.8382
O2 1.1967 1.3051 0.2041  -0.0097
C2 -0.0132 -0.3563 -0.2998  0.0668
N1 -1.5004 -0.1235 0.2332  -0.0447
F1 -2.3840 -0.1268 -0.8609  -0.2620
H1 -0.1881 -0.4547 -1.4233  0.0818

Results
HOMO level (alpha / beta): -4.27 / -4.27 eV
charge: -1
Kohn-Sham gap (alpha / beta): 0.322 / 0.323 Ha

---

(5)
This record from the OMol25 dataset describes a cluster of 2 separate species, C2H8N2 in total. The level of theory is ωB97M-V/def2-TZVPD.

Last column: Löwdin charge in e.
Geometry (Å):
C1 0.3631 0.1253 -2.2394  -0.0707
N1 -0.0453 -0.1556 -1.0980  -0.0757
C2 -0.6599 0.9189 -0.2964  -0.1230
H1 0.8887 -0.5225 -2.8552  0.0461
H2 0.0213 1.0772 -2.6149  0.0661
H3 -0.0615 0.8634 0.5890  0.0458
H4 -0.5333 1.9343 -0.6805  0.0805
H5 -1.6063 0.7300 0.0441  0.0459
N2 0.6700 -1.2284 2.3920  0.0377
H6 0.6126 -0.8694 1.4405  -0.0200
H7 0.4584 -2.1426 2.4868  -0.0489
H8 -0.1078 -0.7306 2.8320  0.0160

Results
HOMO level: -9.79 eV
charge: 0
Kohn-Sham gap: 0.400 Ha

---

(6)
This record from the OMol25 dataset describes a structure of composition C30H44N4OP2ReSi. The level of theory is ωB97M-V/def2-TZVPD.

Last column: Mulliken spin population.
Geometry (Å):
Re1 1.6396 -1.6921 1.0886  1.2062
C1 -2.5018 4.1297 -4.3202  0.0068
C2 -2.1163 4.4036 -3.0691  -0.0012
C3 -3.0146 4.7247 -1.9108  -0.0008
C4 -4.4432 4.1301 -1.9468  0.0007
C5 -4.4982 2.6379 -2.1595  -0.0013
C6 -4.5336 2.0009 -3.3265  0.0006
C7 -4.5624 2.6342 -4.6945  0.0004
C8 -3.9137 4.0318 -4.8360  0.0014
C9 0.8911 -3.6400 0.9132  -0.0515
H1 -1.7498 4.0053 -5.1099  0.0000
H2 -1.0489 4.4888 -2.8423  -0.0005
H3 -3.1173 5.8179 -1.7925  0.0001
H4 -2.5205 4.3647 -0.9960  0.0013
H5 -4.8650 4.3037 -0.9442  0.0000
H6 -5.0719 4.6902 -2.6506  0.0001
H7 -4.5660 2.0731 -1.2187  -0.0002
H8 -4.6240 0.9072 -3.3524  0.0002
H9 -5.6003 2.7161 -5.0636  0.0002
H10 -4.0490 1.9499 -5.3873  -0.0001
H11 -3.8447 4.2181 -5.9198  0.0001
H12 -4.5806 4.8031 -4.4306  0.0000
H13 1.5678 -4.1048 0.1737  -0.0191
H14 -0.1475 -3.8687 0.6088  0.0112
H15 1.0778 -4.0866 1.9057  0.0103
P1 -0.5239 -1.3119 1.1434  -0.0328
P2 1.5306 0.5106 0.6200  -0.1172
N1 -1.6811 -2.1327 0.0142  0.0009
N2 -1.2923 -1.7646 2.7847  -0.0076
N3 1.4830 1.0472 -1.1161  -0.0094
N4 2.8082 1.6157 1.0593  -0.0077
C10 -1.1543 0.4055 0.9665  -0.0196
C11 0.0194 1.3540 1.2315  0.0283
C12 -1.3012 -2.8802 -1.0978  -0.0024
C13 -2.4442 -3.3926 -1.6932  0.0068
C14 -3.5630 -2.9235 -0.9474  0.0009
C15 -3.0655 -2.1420 0.0977  0.0026
C16 -1.2515 -3.0220 3.3726  0.3389
C17 -1.7240 -2.9180 4.6887  0.1118
C18 -2.0705 -1.5522 4.8974  0.1294
C19 -1.7726 -0.8662 3.7249  0.3315
C20 1.9494 0.2992 -2.1886  0.3232
C21 1.5850 0.9359 -3.3701  0.1584
C22 0.8525 2.1054 -3.0176  0.1271
C23 0.8328 2.1632 -1.6263  0.3136
C24 2.8969 2.9601 0.7029  0.0051
C25 3.9076 3.5491 1.4615  0.0057
C26 4.4427 2.5325 2.3131  0.0009
C27 3.7588 1.3560 2.0482  0.0037
H16 -2.0171 0.5805 1.6244  -0.0073
H17 -1.5221 0.4918 -0.0680  0.0026
H18 -0.1295 2.3548 0.8176  -0.0077
H19 0.1486 1.4894 2.3146  -0.0032
H20 -0.2551 -3.0251 -1.3246  -0.0021
H21 -2.4644 -4.0506 -2.5518  0.0004
H22 -4.6052 -3.1364 -1.1335  0.0001
H23 -3.5748 -1.5982 0.8835  0.0003
H24 -0.8787 -3.8687 2.8221  0.0564
H25 -1.8224 -3.7222 5.3967  0.0016
H26 -2.5091 -1.1125 5.7818  -0.0008
H27 -1.8513 0.1858 3.4928  0.0397
H28 2.4951 -0.6200 -2.0087  0.0165
H29 1.8140 0.6098 -4.3772  0.0031
H30 0.3740 2.8164 -3.6754  -0.0035
H31 0.4151 2.9194 -0.9736  0.0548
H32 2.2528 3.3774 -0.0530  -0.0089
H33 4.2029 4.5858 1.4037  0.0001
H34 5.2335 2.6522 3.0449  0.0002
H35 3.8458 0.3616 2.4610  0.0031
C28 6.0537 -3.4155 1.0483  0.0006
Si1 4.4495 -3.3433 2.0268  0.0082
C29 3.7177 -5.0963 1.9369  -0.0022
C30 4.7468 -3.0724 3.8697  0.0010
O1 3.5055 -2.1462 1.4097  -0.0083
H36 6.7461 -4.1269 1.5174  -0.0002
H37 6.5384 -2.4366 1.0044  -0.0003
H38 5.8561 -3.7494 0.0196  0.0003
H39 4.4563 -5.8006 2.3501  -0.0002
H40 2.7970 -5.1903 2.5179  0.0004
H41 3.5080 -5.3858 0.9028  -0.0005
H42 5.1183 -2.0646 4.0844  0.0001
H43 3.8230 -3.2330 4.4443  -0.0011
H44 5.5013 -3.7976 4.2021  0.0000

Results
HOMO level (alpha / beta): -13.05 / -13.05 eV
charge: +2
2S+1: 4
Kohn-Sham gap (alpha / beta): 0.222 / 0.137 Ha

---

(7)
This record from the OMol25 dataset describes the ion C10H8NO5 with charge -1. The level of theory is ωB97M-V/def2-TZVPD.

Last column: Löwdin charge in e.
Geometry (Å):
C1 0.3609 0.3738 2.5769  0.0159
C2 0.3795 -0.9735 1.8969  -0.4725
O1 1.2448 -1.7825 2.1258  0.0936
N1 -0.6868 -1.1972 0.9881  -0.0465
C3 -0.7773 -2.5995 0.5737  -0.0458
C4 -0.6828 -0.2708 -0.1093  -0.1702
C5 -1.5575 0.7128 -0.1390  0.0738
C6 -1.5017 1.6946 -1.2670  -0.3855
O2 -2.5121 2.1510 -1.7577  0.0754
C7 -0.1412 2.0007 -1.7224  0.0374
C8 0.7626 1.0294 -1.7125  -0.0468
C9 2.2195 1.1562 -2.1363  -0.7319
O3 2.4688 0.9467 -3.3382  -0.0225
O4 2.9809 1.4565 -1.2109  -0.0166
C10 0.3068 -0.3255 -1.2414  -0.2489
O5 0.6805 -1.3419 -1.7746  0.1444
H1 1.1786 0.4553 3.2710  0.0798
H2 -0.6100 0.5275 3.0331  0.0812
H3 0.4494 1.1185 1.7941  0.0817
H4 -0.5482 -3.2068 1.4407  0.0815
H5 -0.0707 -2.8797 -0.1966  0.0809
H6 -1.7919 -2.8458 0.2958  0.0850
H7 -2.2820 0.8068 0.6500  0.1275
H8 0.1298 2.9934 -2.0403  0.1291

Results
HOMO level: -4.92 eV
charge: -1
Kohn-Sham gap: 0.263 Ha

---

(8)
This record from the OMol25 dataset describes the molecule C11H21N3O. The level of theory is ωB97M-V/def2-TZVPD.

Last column: Löwdin charge in e.
Geometry (Å):
C1 -0.6244 -0.4844 -3.4782  -0.1118
C2 0.2678 0.7517 -3.5358  -0.2573
C3 -0.1509 1.8570 -2.5556  -0.2193
C4 0.6633 1.8925 -1.2594  -0.2081
C5 0.5616 0.6474 -0.3787  -0.1992
C6 -0.8327 0.4523 0.2123  -0.1589
C7 -0.9490 -0.8368 1.0374  -0.3362
C8 -2.3810 -1.0513 1.5309  -0.0433
N1 -0.0420 -0.8456 2.1722  -0.0470
N2 -0.0475 0.2592 3.0258  0.1309
C9 1.1741 0.3762 3.6857  -0.5042
O1 1.3743 1.1675 4.5871  0.0232
C10 2.0138 -0.6022 3.0484  0.0398
C11 1.2594 -1.2830 2.1397  -0.3488
N3 1.6568 -2.2654 1.2581  0.1446
H1 -0.2914 -1.2229 -4.2048  0.0688
H2 -0.6050 -0.9437 -2.4939  0.0507
H3 -1.6536 -0.2191 -3.7123  0.0739
H4 1.3023 0.4645 -3.3380  0.1051
H5 0.2314 1.1449 -4.5541  0.1007
H6 -1.2132 1.7581 -2.3279  0.0987
H7 -0.0203 2.8272 -3.0402  0.1047
H8 1.7141 2.0426 -1.5180  0.1112
H9 0.3454 2.7594 -0.6748  0.1121
H10 1.2797 0.7529 0.4369  0.1107
H11 0.8494 -0.2357 -0.9511  0.1020
H12 -1.5736 0.4023 -0.5861  0.1077
H13 -1.0760 1.3067 0.8468  0.1197
H14 -0.6595 -1.6843 0.4077  0.1365
H15 -2.7365 -0.1798 2.0750  0.0748
H16 -2.4306 -1.9166 2.1878  0.0808
H17 -3.0443 -1.2175 0.6866  0.0801
H18 -0.9207 0.5267 3.4526  0.1547
H19 3.0427 -0.7725 3.2877  0.1050
H20 2.5535 -2.6639 1.4915  0.1026
H21 0.9628 -2.9641 1.0387  0.0953

Results
HOMO level: -8.05 eV
charge: 0
Kohn-Sham gap: 0.317 Ha

---

Largest force on an atom per entry: 4.7, 0.6, 0.8, 8.9, 4.7, 4.5, 1.3, 0.6 eV/A